# 1
Below is a 5-piece molecular cluster, C14H28N3O8 overall in a non-equilibrium geometry, with properties calculated with the ωB97M-V functional and the def2-TZVPD basis.

Calculated values
Net charge: -1
LUMO (eV): 2.05
HOMO level (eV): -3.466

Each line ends with the Mulliken charge.
Geometry (Å):
C1 11.74 -0.33 -1.88  -0.73
C2 10.54 -1.10 -2.35  0.52
O1 9.46 -0.55 -2.28  -0.71
O2 10.70 -2.16 -2.96  -0.74
H1 11.48 0.08 -0.90  0.21
H2 12.00 0.54 -2.48  0.18
H3 12.57 -1.00 -1.67  0.27
C3 8.77 4.04 1.17  -0.26
C4 9.54 4.90 0.24  -0.35
O3 10.08 5.89 1.03  -0.28
C5 10.11 5.50 2.20  0.69
O4 10.62 6.00 3.18  -0.60
O5 9.41 4.36 2.38  -0.32
H4 8.88 2.99 0.89  0.31
H5 7.72 4.31 1.02  0.25
H6 8.88 5.23 -0.56  0.30
H7 10.39 4.40 -0.23  0.26
C6 10.00 -7.97 -9.18  -0.94
C7 10.53 -7.32 -7.95  0.65
O6 9.75 -6.86 -7.11  -0.63
N1 11.88 -7.23 -7.84  -0.18
C8 12.51 -6.91 -6.52  -0.88
H8 9.19 -7.34 -9.56  0.27
H9 9.52 -8.85 -8.76  0.24
H10 10.73 -8.28 -9.93  0.31
H11 12.40 -7.63 -8.61  0.22
H12 13.32 -7.61 -6.32  0.31
H13 11.86 -6.96 -5.64  0.33
H14 13.04 -5.96 -6.58  0.29
C9 10.28 -1.79 -10.06  -1.05
C10 9.91 -0.73 -9.03  0.64
O7 8.94 -0.87 -8.35  -0.60
N2 10.58 0.41 -9.05  -0.19
C11 10.39 1.43 -8.03  -0.86
H15 11.13 -2.41 -9.74  0.26
H16 10.46 -1.47 -11.08  0.35
H17 9.42 -2.41 -10.29  0.30
H18 11.38 0.52 -9.65  0.26
H19 9.43 1.93 -8.11  0.25
H20 11.16 2.16 -8.31  0.33
H21 10.55 1.05 -7.02  0.30
C12 15.93 0.19 -7.04  -0.87
C13 16.88 0.47 -8.22  0.61
O8 16.43 0.76 -9.34  -0.68
N3 18.17 0.29 -7.99  -0.19
C14 19.09 0.41 -9.09  -0.77
H22 16.37 -0.38 -6.22  0.33
H23 15.21 -0.48 -7.51  0.24
H24 15.47 1.12 -6.68  0.25
H25 18.47 0.18 -7.04  0.25
H26 19.10 1.46 -9.37  0.25
H27 18.79 -0.15 -9.98  0.26
H28 19.99 -0.06 -8.69  0.32

# 2
Below is C14H28NO6PSSe2V as an isolated structure in a non-equilibrium geometry, with properties calculated with the ωB97M-V functional and the def2-TZVPD basis.

Calculated values
Net charge: -2
Multiplicity: 4
ΔE to the lowest compared entry with this formula, charge and spin (kcal/mol): 0.0
LUMO (alpha / beta) (eV): 4.59 / 4.59
HOMO level (alpha / beta) (eV): -1.239 / -1.873

Each line ends with the Mulliken charge.
Geometry (Å):
V1 -0.83 -0.78 0.60  0.96
O1 -4.35 2.33 -1.70  -0.51
C1 -5.16 1.93 -0.58  -1.14
C2 -4.46 1.03 0.43  1.39
C3 -5.57 0.58 1.43  -0.92
O2 -5.22 -0.27 2.55  -0.53
C4 -4.04 -0.27 -0.33  -1.15
Se1 -2.43 -0.15 -1.49  -0.51
C5 -3.31 1.79 1.02  -0.89
Se2 -2.13 0.89 2.26  -0.60
H1 -3.70 1.61 -1.85  0.31
H2 -6.05 1.42 -0.98  0.33
H3 -5.51 2.79 -0.07  0.48
H4 -6.36 -0.07 0.91  0.29
H5 -6.07 1.44 1.86  0.32
H6 -4.25 -0.28 2.59  0.33
H7 -4.94 -0.63 -0.90  0.32
H8 -3.89 -1.08 0.40  0.44
H9 -3.72 2.71 1.45  0.43
H10 -2.57 2.11 0.25  0.23
C6 3.69 -2.99 1.81  -1.72
C7 3.59 -2.46 0.36  1.88
C8 2.54 -3.09 -0.48  -1.33
C9 4.96 -2.58 -0.29  -1.85
O3 3.38 -1.02 0.40  -0.35
P1 1.98 -0.15 0.53  1.20
O4 1.01 -0.50 -0.56  -0.51
O5 1.25 -0.18 1.84  -0.97
O6 2.66 1.30 0.22  -0.43
C10 2.17 2.24 -0.84  2.29
C11 2.60 1.70 -2.18  -1.73
C12 0.72 2.49 -0.62  -1.79
C13 2.93 3.47 -0.46  -1.99
H11 3.78 -4.04 1.76  0.46
H12 2.84 -2.71 2.39  0.35
H13 4.58 -2.59 2.34  0.35
H14 2.66 -4.12 -0.63  0.77
H15 2.44 -2.47 -1.40  0.16
H16 1.59 -3.00 0.09  -0.09
H17 5.29 -3.65 -0.34  0.34
H18 5.64 -1.97 0.26  0.46
H19 4.98 -2.19 -1.33  0.36
H20 2.30 0.69 -2.45  0.30
H21 3.69 1.80 -2.31  0.36
H22 2.18 2.29 -2.97  0.43
H23 0.01 1.70 -0.97  0.20
H24 0.43 3.40 -1.11  0.57
H25 0.46 2.68 0.42  0.39
H26 3.97 3.23 -0.36  0.44
H27 2.55 3.96 0.40  0.44
H28 2.83 4.13 -1.31  0.42
S1 -0.13 -5.59 -0.40  -0.52
C14 -0.41 -4.01 0.01  0.45
N1 -0.59 -2.87 0.32  -0.91

# 3
Below is a 7-piece molecular cluster, C14H28O28S7 overall in a non-equilibrium geometry, with properties calculated with the ωB97M-V functional and the def2-TZVPD basis.

Calculated values
Net charge: 0
ΔE to the lowest compared entry with this formula, charge and spin (kcal/mol): 9.7
LUMO (eV): -0.50
HOMO level (eV): -10.383

Each line ends with the Mulliken charge.
Geometry (Å):
C1 1.67 -3.92 -4.28  -0.19
C2 0.43 -4.74 -3.92  -0.35
O1 -0.05 -4.15 -2.71  -0.28
S1 1.17 -3.63 -1.81  0.92
O2 1.63 -4.67 -0.99  -0.59
O3 0.81 -2.35 -1.34  -0.27
O4 2.23 -3.55 -3.02  -0.30
H1 1.43 -3.08 -4.92  0.16
H2 2.41 -4.57 -4.74  0.37
H3 0.66 -5.80 -3.80  0.27
H4 -0.35 -4.67 -4.67  0.28
C3 -4.86 -1.57 0.86  0.27
C4 -6.27 -1.22 0.30  -0.32
O5 -7.02 -0.63 1.37  -0.37
S2 -6.24 -0.73 2.75  1.07
O6 -6.60 -1.94 3.40  -0.57
O7 -6.34 0.49 3.43  -0.52
O8 -4.79 -0.89 2.12  -0.24
H5 -4.13 -1.11 0.20  -0.26
H6 -4.78 -2.64 1.07  0.34
H7 -6.77 -2.08 -0.12  0.33
H8 -6.13 -0.44 -0.45  0.28
C5 3.50 0.26 -5.06  -0.42
C6 3.59 -0.45 -3.69  -0.12
O9 2.39 -0.12 -3.02  -0.17
S3 1.24 0.23 -4.03  1.11
O10 0.38 1.21 -3.52  -0.60
O11 0.69 -0.99 -4.51  -0.48
O12 2.19 0.83 -5.15  -0.38
H9 3.60 -0.42 -5.91  0.29
H10 4.27 1.02 -5.20  0.28
H11 4.45 -0.12 -3.11  0.36
H12 3.68 -1.53 -3.84  0.07
C7 -2.49 -1.94 -4.42  -0.17
C8 -2.20 -1.84 -2.94  0.66
O13 -3.10 -0.80 -2.49  -0.22
S4 -4.47 -0.86 -3.33  1.07
O14 -4.80 0.44 -3.76  -0.56
O15 -5.42 -1.62 -2.60  -0.55
O16 -3.92 -1.73 -4.52  -0.38
H13 -2.22 -2.89 -4.88  0.16
H14 -2.03 -1.11 -4.95  0.34
H15 -1.21 -1.45 -2.77  -0.59
H16 -2.45 -2.73 -2.35  0.21
C9 -0.63 0.35 0.07  0.49
C10 0.49 1.35 -0.05  -0.28
O17 0.57 2.00 1.23  -0.30
S5 -0.06 1.06 2.36  1.20
O18 -1.20 1.63 2.94  -0.52
O19 1.00 0.60 3.17  -0.67
O20 -0.52 -0.14 1.40  -0.26
H17 -0.58 -0.37 -0.75  -0.56
H18 -1.62 0.79 -0.08  0.20
H19 0.46 2.04 -0.89  0.45
H20 1.44 0.81 -0.14  0.23
C11 4.29 2.20 1.99  -0.27
C12 4.10 1.58 3.38  0.02
O21 4.01 2.69 4.27  -0.23
S6 4.59 4.05 3.63  1.10
O22 5.75 4.46 4.30  -0.57
O23 3.51 4.95 3.49  -0.50
O24 5.00 3.41 2.24  -0.35
H21 3.34 2.40 1.49  0.26
H22 4.92 1.57 1.37  0.32
H23 5.00 1.00 3.61  0.26
H24 3.18 1.01 3.46  0.01
C13 1.20 2.11 5.99  0.63
C14 1.75 3.42 6.56  -0.21
O25 0.83 4.45 6.15  -0.36
S7 -0.33 3.91 5.22  1.17
O26 -0.02 4.13 3.85  -0.48
O27 -1.59 4.37 5.66  -0.61
O28 -0.13 2.38 5.60  -0.33
H25 1.18 1.32 6.74  0.38
H26 1.82 1.77 5.16  -0.53
H27 2.73 3.76 6.23  0.10
H28 1.75 3.44 7.65  0.26